ORCA calculation (wB97M-V/def2-TZVPD) on a structure of composition C35H47IN4OPSn.

Summary:
Relative energy (zero: lowest compared OMol25 entry of this formula, charge and spin) (kcal per mole): 23.2
Max |F| (eV/Å): 0.3
Kohn-Sham gap (spin up / spin down) (eV): 6.5 / 5.7
E (Ha): -2508.63868

Geometry as ORCA input:
```
! RIJCOSX wB97M-V def2-TZVPD def2/J DEFGRID3
* xyz 3 1
I 3.770 -3.682 -0.302
C 1.787 5.372 -3.032
C 0.274 0.832 -4.986
C 0.824 -3.647 -0.688
H -1.960 -1.760 5.303
H 1.490 6.394 -2.838
H -0.909 -0.390 4.972
C -4.217 3.425 -3.343
C -2.855 0.585 3.432
C 2.557 2.759 -3.607
C -1.663 2.347 -3.408
H 1.632 -3.991 1.255
C -3.844 2.601 2.231
H -3.324 3.171 2.994
H 2.072 3.779 0.722
H -3.433 -3.673 2.902
H 2.290 -1.185 -0.535
C 3.128 5.059 -3.212
H 0.902 1.945 1.781
C -3.410 3.491 -2.210
H -4.848 1.802 0.095
C -4.386 -2.108 0.543
H 3.353 1.692 1.372
C -2.866 -1.650 2.489
H -5.903 0.422 0.346
H 4.103 0.234 -0.556
H -3.508 2.093 4.799
H -0.067 2.797 0.813
H -1.501 3.010 -1.363
C -4.861 0.724 0.202
H 1.249 1.267 -8.199
C -3.752 -1.153 1.486
C 3.120 0.707 -0.536
H -2.343 -3.508 1.531
H -5.301 -1.722 0.103
H -4.530 0.283 -0.739
H -2.544 0.815 5.545
H -2.114 1.813 -5.446
C -0.029 -1.194 -6.246
H -0.223 4.632 -3.003
C 1.801 -4.317 0.235
C -0.127 -0.503 -5.051
H -1.734 -3.357 3.178
C -3.754 2.817 -4.499
C -2.666 1.419 4.651
H 1.692 3.031 -0.827
N 2.130 -0.298 -0.053
H 1.784 -5.401 0.172
C -2.139 2.947 -2.238
C -4.019 0.258 1.351
H 0.840 -5.235 -1.981
O 0.383 -2.513 -0.433
H 0.545 -1.096 -8.310
H 4.003 2.557 0.008
C 0.468 -0.554 -7.376
N 0.713 2.144 0.799
H -0.513 -0.997 -4.166
H 2.337 -0.520 0.922
P 0.019 1.735 -3.475
H -3.689 -2.313 -0.281
H -4.594 -3.064 1.017
Sn -0.097 0.058 -0.215
C 3.150 1.956 0.328
C -1.433 -1.222 4.510
H -0.150 -3.898 -2.450
H -4.383 2.770 -5.378
C -3.554 1.125 2.311
H -0.685 -1.903 4.108
N 0.190 0.797 -2.144
C 0.768 1.474 -6.123
H 3.875 5.839 -3.149
H 1.071 2.512 -6.084
C 0.822 4.379 -3.124
H -1.772 2.049 4.558
H 2.854 1.752 -3.878
C 0.865 0.774 -7.316
N 0.470 -4.320 -1.779
C 1.908 2.824 0.221
H -4.911 2.805 2.336
H -5.208 3.859 -3.323
C -2.475 2.277 -4.538
C 3.514 3.755 -3.504
C -2.567 -3.121 2.526
H -3.538 2.994 1.260
H 4.557 3.524 -3.676
H -0.339 -2.228 -6.304
H 2.850 0.963 -1.561
H -3.773 3.988 -1.319
C -2.380 -0.777 3.433
C 1.208 3.067 -3.403
*
```